[1]
Computed, not measured: a structure of composition C30H31Cl5LuN3Si, with ωB97M-V/def2-TZVPD.

```
71
Properties=species:S:1:pos:R:3
Lu -0.23270 0.17510 0.21610
N 3.53050 -3.24440 -3.61280
C 2.57210 -2.11350 -3.31590
C 3.33010 -0.89820 -2.78090
C 3.56190 -0.88740 -1.25420
N 2.62650 0.05120 -0.60390
C 3.39150 -2.28030 -0.63920
C 2.02260 -2.91880 -0.93550
N 1.03110 -2.44660 0.04360
C 1.49640 -2.57240 -2.34370
H 4.25200 -2.94170 -4.28220
H 3.03840 -4.05290 -4.01660
H 3.99800 -3.55240 -2.74710
H 2.11610 -1.85420 -4.27670
H 2.75390 -0.00700 -3.03630
H 4.28950 -0.80980 -3.29210
H 4.59890 -0.56190 -1.07840
H 2.78870 0.98390 -0.99650
H 2.92930 0.13650 0.37140
H 3.50690 -2.19990 0.44360
H 4.21120 -2.92480 -0.96650
H 2.14230 -4.00990 -0.85840
H 1.33670 -2.73520 0.97640
H 0.15190 -2.96450 -0.10250
H 0.78880 -1.73940 -2.24190
H 0.94750 -3.41720 -2.75810
Cl -2.33460 1.32720 -1.27230
C -3.08760 -0.17140 -0.77250
C -2.19860 -1.15960 -0.32030
C -2.84720 -2.35030 0.02580
Cl -1.86770 -3.66490 0.58680
C -4.22300 -2.55650 -0.04050
Cl -4.92040 -4.06500 0.40220
C -5.04620 -1.50750 -0.46240
Cl -6.74220 -1.70740 -0.51420
C -4.46860 -0.29590 -0.85350
Cl -5.44930 1.00110 -1.40970
C -1.57240 5.61630 3.57010
C -2.23090 4.55280 2.97290
C -1.55320 3.71180 2.11110
C -0.20480 3.92800 1.82200
C 0.44540 4.99690 2.43490
C -0.23180 5.83800 3.30100
Si 0.71630 2.74500 0.64840
C 2.61930 2.96260 0.80580
C 3.36390 3.56830 -0.20480
C 4.72920 3.75370 -0.07670
C 5.38320 3.31780 1.06350
C 4.66530 2.68200 2.06420
C 3.29960 2.51280 1.93580
C 0.41920 3.33140 -1.17550
C 0.22690 4.67340 -1.48970
C -0.01700 5.08150 -2.78900
C -0.08360 4.14550 -3.80760
C 0.13260 2.80580 -3.52520
C 0.38840 2.40810 -2.22250
H -2.10040 6.26030 4.25690
H -3.27140 4.37890 3.19390
H -2.07660 2.86480 1.66200
H 1.49720 5.15410 2.24100
H 0.28730 6.66020 3.77250
H 2.85870 3.93110 -1.08810
H 5.27840 4.24590 -0.86460
H 6.44160 3.49270 1.18060
H 5.16790 2.32840 2.95130
H 2.74450 2.04270 2.73600
H 0.27750 5.40910 -0.70140
H -0.15070 6.12760 -3.01340
H -0.29610 4.45150 -4.81890
H 0.09950 2.07660 -4.32240
H 0.58200 1.32970 -2.01720
```

- highest occupied orbital energy (eV) = -12.6
- frontier orbital gap (eV) = 6.503
- net charge = +2


[2]
Computed, not measured: a cluster of 2 separate species, C30H31ClN in total, with ωB97M-V/def2-TZVPD.

```
63
Properties=species:S:1:pos:R:3
Cl 5.57666 -0.25351 -4.47784
C 3.86795 -0.22661 -4.54454
C 3.18921 0.99207 -4.60454
C 1.82267 1.01871 -4.62538
C 1.07357 -0.18656 -4.59052
C -0.33776 -0.19031 -4.57166
C -1.20094 -1.42614 -4.59814
C -2.64728 -0.89756 -4.48167
C -2.49560 0.59180 -4.42614
C -1.18826 0.94409 -4.48726
C 1.78780 -1.41015 -4.55338
C 3.15242 -1.42377 -4.52651
H 3.76023 1.90497 -4.63679
H 1.30458 1.96091 -4.68051
H -1.03496 -1.97760 -5.53165
H -0.93565 -2.09640 -3.77219
H -3.26095 -1.19805 -5.34164
H -3.14613 -1.27342 -3.57812
H -3.31114 1.28840 -4.32971
H -0.83496 1.95845 -4.44921
H 1.23879 -2.33555 -4.53803
H 3.69386 -2.35334 -4.48844
C 4.17025 -1.01433 0.45189
C 3.88125 -1.04235 1.80482
C 2.57470 -1.10180 2.23189
C 1.51759 -1.13648 1.31139
C 0.11522 -1.12087 1.72405
C -0.46592 -0.20858 2.57151
N -1.86783 -0.17212 2.73373
C -2.70512 -1.22481 2.10006
C -4.14583 -1.28972 2.62488
C -4.80086 0.09657 2.59970
C -3.96019 1.09446 3.40831
C -2.52275 1.15511 2.87381
C 0.35576 0.86545 3.17747
C 1.11848 1.72244 2.38200
C 1.92821 2.67995 2.95139
C 1.97969 2.80819 4.32509
C 1.22067 1.98014 5.12810
C 0.41613 1.01534 4.56120
C 1.83906 -1.14082 -0.05322
C 3.14613 -1.06842 -0.47425
H 5.19408 -0.95888 0.11944
H 4.68614 -1.02352 2.52350
H 2.35205 -1.12392 3.28440
H -0.53035 -1.80647 1.20437
H -2.69973 -1.05566 1.01847
H -2.21583 -2.18907 2.27104
H -4.73704 -2.00918 2.03869
H -4.14680 -1.67975 3.65095
H -4.88519 0.44342 1.56113
H -5.83304 0.05299 2.97407
H -4.41965 2.09332 3.38857
H -3.95038 0.79959 4.46552
H -1.89663 1.77164 3.52465
H -2.49957 1.63618 1.89124
H 1.07437 1.61642 1.31196
H 2.52109 3.32702 2.32465
H 2.61983 3.55126 4.77069
H 1.25890 2.08606 6.20026
H -0.17408 0.36129 5.17995
H 1.03999 -1.15992 -0.77458
H 3.37308 -1.04058 -1.52895
```

- highest occupied orbital energy (eV) = -9.2
- frontier orbital gap (eV) = 3.445
- net charge = +1


[3]
Computed, not measured: the molecule C30H31N3O4S, with ωB97M-V/def2-TZVPD.

```
69
Properties=species:S:1:pos:R:3
C -2.65981 8.24412 4.27377
O -2.92456 6.89571 4.56893
C -1.99420 5.94795 4.22801
C -0.80938 6.25098 3.56245
C 0.09787 5.27301 3.21644
C -0.15354 3.92943 3.50537
C 0.82183 2.94760 3.10112
C 0.69351 1.62049 2.88479
S -0.81728 0.75274 3.11357
C -0.59359 -0.61596 2.03239
C -1.73868 -1.30397 1.64921
C -1.65977 -2.39093 0.80461
C -0.41568 -2.78705 0.32383
C -0.26193 -4.00659 -0.53129
O 0.40391 -4.95428 -0.15336
N -0.94303 -4.01262 -1.70211
C -1.45636 -2.84294 -2.37248
C -0.53820 -2.48073 -3.54512
N -0.45575 -3.60712 -4.45288
C 0.19805 -3.29632 -5.71907
C 1.65131 -2.90877 -5.58974
C 2.64779 -3.87724 -5.62380
C 3.97451 -3.53312 -5.43386
C 4.32384 -2.21313 -5.20565
C 3.34077 -1.23883 -5.17881
C 2.01470 -1.58524 -5.36987
C 0.10293 -4.76192 -3.77363
C -0.80185 -5.13879 -2.60061
C 0.72853 -2.11512 0.72509
C 0.66864 -1.02323 1.59242
N 1.83621 -0.39312 2.01618
C 3.09935 -1.07379 1.79910
C 1.92086 0.87743 2.53111
O 3.01178 1.39372 2.70828
C -1.32607 3.62969 4.19609
C -2.24427 4.60377 4.56793
O -3.32619 4.11114 5.23409
C -4.22877 4.96170 5.90398
H -2.56844 8.41198 3.19581
H -1.75485 8.59893 4.77734
H -3.51982 8.79632 4.65060
H -0.58728 7.27430 3.30552
H 1.00409 5.54965 2.69947
H 1.81536 3.33759 2.91089
H -2.69016 -0.97016 2.03358
H -2.55007 -2.93273 0.52533
H -1.52202 -2.00461 -1.67952
H -2.45454 -3.07503 -2.75840
H -0.95885 -1.62749 -4.08175
H 0.45081 -2.19307 -3.14432
H 0.10260 -4.18236 -6.35284
H -0.36728 -2.48099 -6.17965
H 2.38309 -4.90886 -5.80809
H 4.73728 -4.29738 -5.46377
H 5.35874 -1.94387 -5.05472
H 3.60707 -0.20559 -5.00927
H 1.25343 -0.81763 -5.35663
H 0.14809 -5.59431 -4.47857
H 1.11942 -4.56731 -3.39044
H -0.37309 -5.96881 -2.03774
H -1.79375 -5.41121 -2.97311
H 1.67376 -2.46467 0.34541
H 3.85348 -0.55897 2.39235
H 3.39958 -1.03213 0.75012
H 3.01914 -2.11049 2.12285
H -1.54983 2.62258 4.50493
H -4.89638 4.29265 6.44717
H -4.81039 5.56914 5.20767
H -3.71665 5.61589 6.61327
```

- highest occupied orbital energy (eV) = -7.6
- frontier orbital gap (eV) = 7.833
- SMILES string = COc1ccc(/C=C2\Sc3ccc(C(=O)N4CCN(Cc5ccccc5)CC4)cc3N(C)C2=O)cc1OC


[4]
Computed, not measured: a structure of composition C30H32BCdN10O9P2, with ωB97M-V/def2-TZVPD.

```
85
Properties=species:S:1:pos:R:3
Cd 0.03907 -0.26615 0.76804
C -0.26193 -4.16665 0.52241
C -0.52875 -3.24741 -0.62995
C -1.41365 -3.48501 -1.74643
C -1.16213 -2.42131 -2.65304
N -0.19565 -1.64454 -2.08863
N 0.17805 -2.15293 -0.86016
B 0.66328 -0.53047 -2.83305
N -0.15633 0.79915 -2.79377
C -1.36994 1.14904 -3.45751
C -1.80550 2.33453 -2.91805
C -0.74143 2.77251 -2.04610
C -0.58918 4.04838 -1.28144
N 0.18251 1.81450 -2.03122
N 2.03737 -0.45475 -2.08831
C 3.19661 -0.08910 -2.70867
C 4.09214 0.33403 -1.69235
C 3.37142 0.12238 -0.46731
C 3.91193 0.16107 0.91065
N 2.13543 -0.31386 -0.74730
N 0.95001 -1.06023 -4.32472
C 1.47657 -2.27190 -4.65988
C 0.75340 -2.80056 -5.73215
C -0.16989 -1.69471 -6.05324
C -1.19153 -1.47684 -7.08292
N 0.00504 -0.68764 -5.17587
H -0.00490 -5.14871 0.07796
H -1.12473 -4.20882 1.16740
H 0.58653 -3.79880 1.09880
H -2.06072 -4.32297 -1.82868
H -1.59258 -2.27570 -3.60813
H -1.74950 0.68075 -4.33697
H -2.72049 2.87646 -2.94946
H 0.08983 4.65847 -1.85774
H -0.18159 3.79645 -0.32947
H -1.50960 4.64169 -1.13941
H 3.35372 -0.05194 -3.77554
H 5.08100 0.68801 -1.90770
H 4.60084 1.01248 1.06725
H 4.37737 -0.82506 1.08963
H 3.12879 0.21640 1.64862
H 2.25860 -2.82613 -4.09732
H 0.84359 -3.82075 -6.13687
H -0.73114 -1.28731 -8.01701
H -1.74763 -0.58806 -6.79236
H -1.91137 -2.29223 -7.16052
O -1.94321 0.55474 -0.19637
C -3.01667 0.31520 0.44666
C -3.98940 -0.54105 -0.21961
C -5.26674 -0.65850 0.26331
C -5.61613 -0.07359 1.49507
C -4.66274 0.49419 2.28292
C -3.37163 0.65761 1.82031
C -2.49643 1.22519 2.81845
N -1.29776 1.59689 2.60377
N -0.52523 2.48686 3.10493
C 0.78089 2.32919 2.70447
O 1.10517 1.61072 1.73859
C 1.73924 3.20071 3.43827
C 2.96065 3.49333 2.90560
C 3.92673 4.19655 3.62876
C 3.70889 4.51195 4.93937
C 2.49886 4.20704 5.53944
C 1.47393 3.64331 4.77074
H -3.70828 -0.99567 -1.15116
H -6.04105 -1.27943 -0.22681
H -6.66469 -0.09175 1.81277
H -4.85714 0.73791 3.35232
H -2.98356 1.22708 3.81661
H 3.19535 3.22907 1.86707
H 4.89536 4.29579 3.13703
H 4.49375 4.97485 5.51959
H 2.32744 4.36474 6.62685
H 0.47856 3.48759 5.13444
O -1.50309 -3.45516 3.55955
P -1.52723 -1.86800 3.30509
O -2.61626 -1.25150 4.11652
O -1.46872 -1.62511 1.78094
O -0.09660 -1.27851 3.91335
P 1.34261 -1.81273 3.37588
O 1.13282 -3.31858 3.93856
O 2.50246 -1.12378 3.93668
O 1.19872 -1.92598 1.87118
H -0.55006 -3.76610 3.80310
H 2.04823 -3.67085 4.08431
```

- highest occupied orbital energy (alpha / beta) (eV) = -2.1 / -2.2
- expectation value of S² = 0.7634
- frontier orbital gap (alpha / beta) (eV) = 6.477 / 5.808
- net charge = -2
- spin multiplicity = 2


[5]
Computed, not measured: a structure of composition C30H32Cl2IrN3O3Te, with ωB97M-V/def2-TZVPD.

```
72
Properties=species:S:1:pos:R:3
Ir -2.26905 0.74634 -2.37806
Cl -4.87326 4.92464 -1.50694
C -3.16357 4.71396 -1.52197
C -2.32060 5.76782 -1.09155
C -0.96993 5.64591 -1.10996
Cl 0.03118 6.95752 -0.55977
C -0.37424 4.45287 -1.56186
C 1.01637 4.21508 -1.66689
C 1.46508 3.00989 -2.09921
C 0.54030 1.99332 -2.41088
N -0.74976 2.17539 -2.31811
C -1.23574 3.40245 -1.93604
C -2.65250 3.51646 -1.93821
O -3.39291 2.47874 -2.32295
H -2.76582 6.69097 -0.74339
H 1.71492 5.00063 -1.40506
H 2.52411 2.81099 -2.19162
H 0.86603 1.01065 -2.72673
N -2.55394 1.19852 -4.57754
H -1.91165 0.78507 -5.24339
H -2.47216 2.20987 -4.62146
H -3.50287 0.96075 -4.84267
O -4.53050 -1.23996 -2.12745
C -3.69747 -0.48630 -2.24119
C 0.00328 -1.51799 -4.08833
C -0.16733 -1.53945 -2.58371
O 0.52712 -2.36232 -1.91277
N -1.00663 -0.71543 -2.03024
Te -0.69886 -1.81671 0.24802
C -0.03177 -3.16820 1.79323
C 0.68378 -4.32234 1.46188
C 0.95920 -4.79860 0.05673
C 1.15841 -5.10379 2.51526
C 0.90017 -4.78941 3.84018
C 1.40290 -5.65878 4.96227
C 0.13396 -3.66112 4.11398
C -0.35906 -2.83789 3.11169
C -1.20437 -1.64713 3.50119
C 0.52300 -0.17821 0.75623
C -0.10401 1.04942 1.01541
C -1.60229 1.21748 1.12329
C 0.69716 2.16676 1.22522
C 2.08127 2.09434 1.18969
C 2.93146 3.32170 1.38867
C 2.67199 0.85531 0.95912
C 1.92503 -0.29735 0.73877
C 2.65108 -1.59921 0.50367
H 0.36839 -2.48865 -4.41075
H 0.73763 -0.76108 -4.36797
H -0.94504 -1.29307 -4.57154
H 0.66574 -4.08586 -0.70874
H 0.41531 -5.72688 -0.12965
H 2.02104 -5.01049 -0.07799
H 1.73927 -5.99083 2.27988
H 1.90095 -6.54849 4.58203
H 0.57931 -5.97381 5.60407
H 2.11111 -5.11164 5.58736
H -0.10467 -3.41576 5.14549
H -1.87291 -1.91102 4.31929
H -1.82249 -1.30156 2.67516
H -0.57828 -0.81485 3.83156
H -2.13642 0.75809 0.28706
H -1.87089 2.27276 1.14758
H -1.98837 0.75871 2.03449
H 0.21801 3.12079 1.42604
H 2.32177 4.20466 1.57794
H 3.54574 3.51012 0.50522
H 3.61314 3.18867 2.22956
H 3.75594 0.78135 0.94312
H 3.71799 -1.42017 0.37842
H 2.28843 -2.10515 -0.39091
H 2.52177 -2.26848 1.35671
```

- highest occupied orbital energy (alpha / beta) (eV) = -10.5 / -10.5
- expectation value of S² = 1.1670
- frontier orbital gap (alpha / beta) (eV) = 5.904 / 6.209
- net charge = +1
- spin multiplicity = 2


[6]
Computed, not measured: a structure of composition C30H32ClGeMnN5O2, with ωB97M-V/def2-TZVPD.

```
72
Properties=species:S:1:pos:R:3
Mn -0.18474 0.53756 0.40128
O 0.34715 0.55597 4.86235
C 0.30987 0.81966 3.65439
N -0.53203 0.36850 2.69861
C -1.72012 -0.25455 3.02619
O -2.09083 -0.67382 4.13791
C -2.62581 -0.33421 1.86985
C -3.96274 -0.72491 2.06181
C -4.83722 -0.75246 1.00650
C -4.35169 -0.38661 -0.27799
C -3.03188 -0.00955 -0.39940
N -2.16748 0.02952 0.61892
C 1.29334 1.83371 3.13789
C 2.22932 2.38282 4.01830
C 3.10821 3.34498 3.57201
C 3.03294 3.73951 2.23657
C 2.08599 3.12905 1.43559
N 1.23475 2.20570 1.85822
H -4.25785 -0.98951 3.06851
H -5.87149 -1.05094 1.14048
H -4.99517 -0.38518 -1.14924
H -2.64004 0.28595 -1.36631
H 2.22176 2.02714 5.03972
H 3.84577 3.78454 4.23364
H 3.69367 4.49718 1.83411
H 2.02266 3.38498 0.38075
C 4.64519 -0.43104 0.03985
C 4.06139 0.27775 -0.99808
C 2.70796 0.60329 -0.96142
C 1.86646 0.25572 0.10378
C 2.49713 -0.47260 1.13168
C 3.84195 -0.80698 1.11159
H 5.69725 -0.69448 0.01002
H 4.66517 0.57852 -1.85071
H 2.30410 1.14039 -1.81457
H 1.91052 -0.79193 1.98979
H 4.26994 -1.36721 1.93777
N 0.26930 2.82510 -3.67070
C 0.17990 2.45156 -2.35797
N -0.25523 1.24216 -2.19965
C -0.49770 0.76774 -3.47375
C -0.99384 -0.45487 -3.92864
C -1.13069 -0.63707 -5.29400
C -0.79125 0.35573 -6.21660
C -0.30541 1.58345 -5.79149
C -0.17590 1.76205 -4.42203
H 0.52043 3.73316 -4.01050
H 0.43811 3.11761 -1.55005
H -1.26135 -1.23773 -3.23390
H -1.51525 -1.58240 -5.65813
H -0.90464 0.16675 -7.27722
H -0.04512 2.36540 -6.49524
C 0.25462 -3.17432 2.47955
Ge -0.47224 -3.07699 0.64613
C 0.30258 -4.67968 -0.28873
C -2.40505 -3.52049 0.77577
C -0.09653 -1.48736 -0.41225
H 0.01777 -4.14181 2.92828
H -0.17918 -2.38718 3.10041
H 1.33972 -3.04759 2.47856
H 0.02621 -5.60921 0.21599
H 1.39387 -4.61729 -0.32093
H -0.05744 -4.73102 -1.31999
H -2.54530 -4.59584 0.91900
H -2.93623 -3.21805 -0.12943
H -2.85806 -2.99485 1.61550
H -0.88220 -1.47421 -1.17485
H 0.84318 -1.69380 -0.93260
Cl -2.38188 3.26677 -0.92032
C -1.18618 2.73130 0.37501
H -1.80037 2.72591 1.27914
H -0.53204 3.61061 0.46525
```

- highest occupied orbital energy (alpha / beta) (eV) = 1.3 / -1.8
- expectation value of S² = 8.9372
- frontier orbital gap (alpha / beta) (eV) = 2.928 / 6.075
- net charge = -2
- spin multiplicity = 6